Entry 1:
ORCA calculation (the ωB97M-V functional and the def2-TZVPD basis) on 10 unconnected molecules or ions with the total composition C29H55N7O9 in a non-equilibrium geometry.

CARTESIAN COORDINATES (ANGSTROEM)
1 O 4.7547 -5.6755 -5.3138
2 O -5.2061 7.4807 3.1165
3 O 4.3715 3.8642 6.4851
4 O 5.4407 1.7294 3.1304
5 O -3.6538 4.9858 3.4183
6 O 3.2243 -7.3498 -5.1703
7 O 4.2128 -6.3215 -3.4117
8 O -3.9924 2.1694 3.2799
9 O 6.0818 4.6359 3.3521
10 N -9.3887 -8.1836 -1.6322
11 N -0.6110 -9.6270 3.0815
12 N -1.7123 -3.8966 -6.5322
13 N -3.1934 2.7615 -7.3875
14 N 5.9987 0.2065 -4.2940
15 N -6.1976 0.7827 -1.9790
16 N -1.8181 -3.8735 -0.6187
17 C -4.7251 1.0121 3.6121
18 C -1.7253 -9.4588 3.2095
19 C -5.7115 1.7507 -1.6850
20 C -5.1080 3.0656 -1.3284
21 C 3.9927 -6.5099 -4.6906
22 C -0.3896 -1.8045 -1.3697
23 C -3.8318 -5.3699 -6.2070
24 C -3.0805 6.2788 3.0351
25 C 4.4379 -5.3029 -6.6322
26 C -2.0338 2.6926 -7.5014
27 C 5.1282 4.7165 5.6394
28 C -8.9137 -7.1738 -1.2474
29 C -5.7255 8.7566 2.6717
30 C -4.0368 7.2388 2.3360
31 C 4.8953 2.5541 6.6568
32 C 3.5174 -7.1511 -2.4936
33 C -8.3675 -5.9259 -0.7722
34 C 4.8944 4.5459 4.1468
35 C 7.0536 3.5519 3.5202
36 C -2.6761 -4.5195 -6.3527
37 C 5.3533 0.3706 2.9282
38 C -0.5547 2.5702 -7.7427
39 C -2.6979 4.1190 3.9902
40 C -3.2643 2.7676 4.3686
41 C 6.8367 0.1191 -5.0725
42 C -3.1586 -9.2053 3.2970
43 C -1.1946 -2.9498 -0.9103
44 C 7.9247 0.0313 -6.0411
45 C 6.6567 2.2409 2.7311
46 H -1.8774 3.9725 3.2878
47 H 3.6905 -8.2210 -2.6091
48 H -0.5758 2.2041 -8.7692
49 H 7.4338 1.5119 2.9611
50 H 4.3353 3.6440 3.8978
51 H 6.1771 4.8556 5.9011
52 H -5.2270 3.8186 -2.1074
53 H -4.0486 2.8835 -1.1478
54 H 5.2957 -5.5226 -7.2679
55 H -0.2136 -1.0255 -0.6278
56 H -5.5406 3.4210 -0.3931
57 H -3.5943 -9.7738 4.1186
58 H -4.0618 -5.4155 -5.1425
59 H 6.7105 2.4409 1.6609
60 H -5.0382 9.6025 2.6850
61 H -3.4743 -9.5057 2.2979
62 H -0.0985 3.5596 -7.7108
63 H 3.4905 -5.6906 -7.0067
64 H 0.5338 -2.1263 -1.8512
65 H -0.2093 1.8386 -7.0123
66 H 4.9694 1.9239 5.7705
67 H -3.4219 -8.1488 3.3478
68 H -5.8775 8.6309 1.5997
69 H -3.5402 -6.1959 -6.8556
70 H 7.3153 3.4518 4.5735
71 H 8.0242 -1.0150 -6.3299
72 H -4.0755 0.3201 4.1481
73 H 7.9760 3.9051 3.0593
74 H 4.3793 5.4207 3.7500
75 H 4.7161 5.6788 5.9432
76 H -4.7998 -5.0451 -6.5886
77 H -0.9381 -1.3437 -2.1911
78 H -5.2256 0.5352 2.7694
79 H 5.1307 0.1434 1.8856
80 H -3.3878 8.0680 2.0542
81 H -2.5561 2.0181 4.7218
82 H -8.0260 -6.0777 0.2517
83 H 8.8105 0.4360 -5.5514
84 H 4.2962 2.0461 7.4126
85 H 4.4088 -4.2133 -6.6303
86 H 3.7725 -6.8623 -1.4740
87 H -2.2053 4.6055 4.8321
88 H 7.6614 0.5974 -6.9346
89 H -7.5390 -5.5225 -1.3544
90 H 4.6088 0.0607 3.6617
91 H -2.1798 6.1024 2.4471
92 H -9.0600 -5.0916 -0.8838
93 H -2.7504 6.7938 3.9373
94 H 5.8293 2.7202 7.1936
95 H -4.3931 6.8598 1.3781
96 H -6.5936 9.0644 3.2546
97 H 2.4370 -7.0807 -2.6197
98 H -5.5649 1.3347 4.2276
99 H -3.9752 2.8673 5.1889
100 H 6.2603 -0.1591 3.2194

The calculated total energy comes out at -2198.13225 a.u. As for the LUMO energy: 0.3 eV. The total charge is 0. The value obtained for the HOMO-LUMO gap is 9.79 eV. As for the energy above the lowest of the compared OMol25 structures with the same formula, charge and spin: 82.8 kcal per mole. Its SMILES is COC(=O)OC.COCCOCCOC.COCCOCCOC.CC#N.CC#N.CC#N.CC#N.CC#N.CC#N.CC#N.


Entry 2:
ORCA calculation (the ωB97M-V functional and the def2-TZVPD basis) on 2 unconnected molecules or ions with the total composition C29H56N3O9S in a non-equilibrium geometry.

CARTESIAN COORDINATES (ANGSTROEM)
1 S -1.2160 -1.7896 -3.6470
2 O -1.8678 5.4951 2.9827
3 O -3.6786 -0.4975 0.3995
4 O -3.8522 -2.6926 -1.8765
5 O -1.4906 -0.8092 -4.7886
6 O 2.7432 -1.7056 1.3597
7 O 10.0405 -1.1502 -0.9367
8 O -2.8244 1.6188 -3.6155
9 O 8.8739 -0.0556 0.6012
10 O 0.2947 -2.0031 -3.5358
11 N 3.9327 -0.1358 0.0706
12 N -2.9804 -3.8844 0.2823
13 N -3.4340 -1.3931 -1.9170
14 C 2.3661 0.5708 2.2231
15 C 8.1305 -2.2549 0.1436
16 C -2.4771 4.4171 2.2350
17 C -1.9498 -1.1718 -2.0118
18 C -4.5578 -2.7026 4.2194
19 C -3.1322 -0.5213 4.1501
20 C 10.4558 -2.3579 -1.5910
21 C 3.0391 -0.4693 1.2048
22 C -1.8937 -3.4178 -4.2044
23 C -1.5955 0.4160 -1.7528
24 C -4.2668 0.9481 -1.6567
25 C -2.8046 1.4165 -2.1558
26 C -3.9862 -1.5488 3.2370
27 C -3.4357 -3.4224 -0.7481
28 C 3.4283 1.0083 -0.7470
29 C -0.6046 5.1090 3.5814
30 C -2.6823 2.9892 0.0561
31 C -4.1574 -0.5056 -0.9468
32 C -6.2864 -1.8224 1.8247
33 C 9.5950 -2.6421 -2.8056
34 C -2.5853 2.9212 -1.5446
35 C -0.1529 0.8568 -2.2910
36 C 9.0541 -1.0826 -0.0236
37 C -1.9705 4.3145 0.6991
38 C 5.2379 0.2961 0.6989
39 C 1.0460 0.1944 -1.3921
40 C 2.5125 0.4809 -1.9935
41 C -4.6520 0.1556 1.2635
42 C -5.1897 -0.8240 2.4573
43 H 2.9207 1.5706 2.1325
44 H 9.9511 -3.5303 -3.3321
45 H -4.8946 0.7678 -2.6213
46 H -5.6092 0.5061 0.7159
47 H -3.4856 3.5313 -1.9544
48 H -1.8611 -4.1421 -3.2939
49 H -5.2509 -0.9050 -0.9079
50 H 9.6164 -1.7928 -3.4937
51 H 7.8240 -2.3037 1.1913
52 H -2.5945 0.2928 3.5284
53 H -3.7922 3.0546 0.3970
54 H 2.4840 1.2948 -2.8199
55 H 2.4052 0.1768 3.2944
56 H -1.2255 -3.9161 -5.0084
57 H 0.8106 -0.9266 -1.2457
58 H 4.3046 1.5847 -1.2467
59 H -5.4373 -2.3400 4.8689
60 H -0.5417 5.4073 4.6958
61 H -5.7362 -2.7356 1.3929
62 H -4.1990 1.1139 1.7336
63 H -0.8416 4.0678 0.7128
64 H -2.9955 -3.3939 -4.5366
65 H -4.8598 -3.6005 3.5531
66 H 1.2649 0.7896 1.9299
67 H -1.3309 -1.7180 -1.2045
68 H -0.3703 3.9877 3.5310
69 H -2.3294 -1.1403 4.6948
70 H 8.5492 -2.7992 -2.5309
71 H -3.7600 -0.0031 4.9600
72 H 8.5905 -3.2135 -0.0828
73 H 2.9018 -0.5147 -2.4233
74 H 0.0153 0.7467 -3.4153
75 H -2.3396 3.4498 2.8348
76 H -5.7740 -0.1126 3.1681
77 H -2.3361 2.4753 -3.7467
78 H -6.8961 -1.3198 0.9715
79 H -2.2364 5.2346 0.0741
80 H -3.2674 -1.9793 2.4565
81 H 2.8274 1.7950 -0.1675
82 H -2.2347 2.0963 0.6157
83 H -0.0636 1.9968 -2.0744
84 H 11.4870 -2.1930 -1.9132
85 H -3.6632 -3.0164 4.8893
86 H 7.2505 -2.1086 -0.4833
87 H 5.2457 -0.1535 1.7689
88 H 0.2325 5.6825 3.0151
89 H -3.7809 -1.0546 -2.8565
90 H -1.5245 0.4865 -0.5926
91 H 5.2312 1.4511 0.7161
92 H -4.8466 1.7208 -1.0494
93 H 6.0799 -0.1166 0.0368
94 H -7.0848 -2.1317 2.6079
95 H -1.6456 3.4342 -1.9497
96 H 0.9270 0.6797 -0.3443
97 H -3.6179 4.6145 2.1899
98 H 10.4822 -3.1965 -0.8904

The calculated total energy comes out at -2377.49207 a.u. As for the LUMO energy: -3.6 eV. The total charge is +1. The value obtained for the HOMO-LUMO gap is 7.66 eV.


Entry 3:
ORCA calculation (the ωB97M-V functional and the def2-TZVPD basis) on 3 unconnected molecules or ions with the total composition C29H59ClN4O6P in a non-equilibrium geometry.

CARTESIAN COORDINATES (ANGSTROEM)
1 Cl -1.5971 -2.7248 -2.2919
2 P 3.3217 1.6655 1.1874
3 O -3.9555 3.6388 -0.1645
4 O -4.0674 2.0833 1.7325
5 O -2.6279 -0.9180 -0.4346
6 O 5.0905 -3.6749 -0.2701
7 O 1.0408 4.2114 0.7775
8 O -7.4392 -1.1451 -0.7298
9 N -6.3756 -3.4403 -2.1001
10 N 1.8007 1.7094 0.2578
11 N 5.5949 -6.3626 -1.1634
12 N -0.0866 0.9828 -1.2444
13 C -1.5762 3.4576 -1.2344
14 C -6.3580 -1.8829 -0.1522
15 C 1.7311 5.0175 -0.2666
16 C 6.2050 2.2400 0.6385
17 C -3.0924 2.8460 -1.0850
18 C 3.0532 1.8633 3.0677
19 C -1.0145 0.2314 -2.1736
20 C 1.8323 -1.0030 -0.6901
21 C -4.6666 2.6559 0.6710
22 C -0.3679 2.4170 -0.8543
23 C 1.1964 -2.9432 1.1784
24 C 5.7608 -5.2421 -2.1006
25 C 6.2519 -2.9181 0.0359
26 C -6.2568 -3.3473 -0.6376
27 C -8.6939 -1.3530 -0.0992
28 C -7.2870 -4.2734 0.0036
29 C 4.9478 -4.0048 -1.6549
30 C -0.2007 6.8889 -0.0525
31 C -1.8133 -1.0274 -1.4910
32 C 7.2504 -4.9598 -2.2777
33 C 4.6537 2.8460 0.4951
34 C 1.2113 0.5348 -0.5500
35 C -7.2420 2.9228 1.5268
36 C 0.9673 -2.8133 2.8302
37 C 1.4400 6.6421 -0.1236
38 C 0.8605 2.8896 0.1232
39 C 4.5759 1.8614 3.7578
40 C -6.2559 2.1944 0.4286
41 C 2.2116 -1.6966 0.7462
42 H 5.7952 -6.0052 -0.2244
43 H -6.3856 -1.8211 0.9420
44 H -0.3754 -0.1879 -3.0874
45 H 5.1660 2.8581 3.5293
46 H 6.5175 -2.2239 -0.7671
47 H -7.0111 -5.3227 -0.1632
48 H 3.8844 -4.2342 -1.7930
49 H 5.3738 -5.5533 -3.0787
50 H -3.5906 2.8990 -2.1667
51 H -7.6194 2.1445 2.3302
52 H 4.6051 -6.6081 -1.1198
53 H -0.6702 6.2558 0.8128
54 H 1.7816 -3.9587 1.0201
55 H -6.5573 3.7107 2.1046
56 H 1.0472 -1.6948 -1.2485
57 H 4.5239 1.6991 4.9173
58 H 4.4855 2.9441 -0.6823
59 H 6.3144 1.1616 0.1923
60 H -9.3089 -0.4644 -0.2647
61 H 0.4621 -3.7599 3.2976
62 H 7.7278 -5.7743 -2.8377
63 H 6.0515 -2.3388 0.9411
64 H 2.7787 -0.9064 -1.4111
65 H -1.5210 4.4283 -0.5502
66 H 2.0217 7.1102 0.7878
67 H 1.3608 4.6250 -1.3297
68 H -5.4463 -1.3610 -0.4673
69 H -7.3409 -4.1119 1.0850
70 H -8.2896 -4.1413 -0.4123
71 H 7.7807 -4.8795 -1.3249
72 H -2.9796 1.7238 -0.7644
73 H -7.2244 -2.9333 -2.3684
74 H 2.0159 -2.5422 3.3225
75 H 2.1937 -0.9514 1.6680
76 H -6.2690 1.0347 0.6925
77 H 2.4814 0.9259 3.5359
78 H -9.2076 -2.1981 -0.5619
79 H 5.1595 -3.1337 -2.2860
80 H 7.4106 -4.0331 -2.8379
81 H -5.6258 -2.8926 -2.5240
82 H 2.4849 2.8449 3.3886
83 H 2.9040 4.8947 -0.2405
84 H 7.0861 -3.5881 0.2534
85 H -8.1830 3.4522 1.0619
86 H 4.5598 3.9422 0.9163
87 H 0.2771 -1.8794 2.9912
88 H -5.2660 -3.7201 -0.3499
89 H -1.8407 0.9249 -2.6749
90 H -0.3812 8.0522 0.0504
91 H 6.5089 2.2906 1.7720
92 H -6.5958 2.3341 -0.6935
93 H 1.9004 7.1322 -1.1094
94 H 3.3424 -2.0553 0.6608
95 H 5.2044 0.9985 3.2238
96 H -8.5948 -1.5089 0.9794
97 H -0.6338 6.4641 -1.0789
98 H -1.3818 3.8058 -2.3551
99 H 6.9116 2.9645 0.0426
100 H 0.1578 -2.9073 0.6382

The calculated total energy comes out at -2611.56764 a.u. As for the LUMO energy: -3.6 eV. The total charge is +1. The value obtained for the HOMO-LUMO gap is 7.20 eV. As for the energy above the lowest of the compared OMol25 structures with the same formula, charge and spin: 351.3 kcal per mole.


Entry 4:
ORCA calculation (the ωB97M-V functional and the def2-TZVPD basis) on a molecular structure, C29H59N3O6P2S in a non-equilibrium geometry.

CARTESIAN COORDINATES (ANGSTROEM)
1 S -1.1116 0.2885 1.5676
2 P 1.6722 -2.5603 4.4146
3 P 2.9053 -0.8184 4.0270
4 O 2.5747 -3.5914 4.9734
5 O 3.2797 1.8360 5.3504
6 O 0.9208 -3.1803 3.1248
7 O 0.6393 -2.1354 5.5989
8 O 1.4687 5.8973 -2.5886
9 O -0.3364 4.3242 3.4402
10 N 0.1947 -0.3250 2.2904
11 N -1.1661 1.8280 2.0611
12 N 1.1891 3.9189 0.4053
13 C -1.3721 -4.6604 5.1215
14 C 1.8596 0.6900 3.8450
15 C 0.6943 0.6991 3.0116
16 C -0.4524 4.7855 2.0874
17 C 1.3257 4.5648 -2.0664
18 C 0.3033 3.1266 3.5405
19 C -0.3807 -5.2873 -3.6151
20 C 0.7800 4.2817 -9.9062
21 C -4.0992 -6.5224 8.6179
22 C 1.4006 3.0566 4.3546
23 C -0.1003 -2.4755 -1.1282
24 C -0.6916 3.4251 -6.5492
25 C -0.6280 -3.8775 -0.8266
26 C 1.1537 -2.1211 -0.3355
27 C 1.9165 5.2704 -10.1460
28 C -0.2590 5.5415 -7.9068
29 C 2.0105 3.6154 -3.0930
30 C -3.1402 -5.3636 8.3652
31 C -0.4629 4.9244 -9.2918
32 C 0.7709 -5.0699 -2.6390
33 C -0.0819 1.9161 2.8622
34 C -2.5129 -5.6537 5.3170
35 C 0.8954 5.0122 1.3685
36 C 2.0607 4.3993 -0.6970
37 C 0.3260 -5.0206 -1.1780
38 C -3.7781 -5.0153 5.8883
39 C 0.2607 4.5810 -6.8383
40 C -3.6241 -4.4014 7.2811
41 C 2.1788 1.8532 4.5135
42 H -0.5090 -5.1598 4.6768
43 H -1.2131 5.9614 -7.5721
44 H 1.7676 2.5539 -2.9323
45 H 0.4140 5.1447 -5.9128
46 H -0.2902 2.7928 -5.7542
47 H 0.2415 4.3710 -2.0254
48 H 0.9681 -2.1904 0.7357
49 H -5.0853 -6.1551 8.9110
50 H 4.0453 2.0778 4.8116
51 H -1.1187 4.1613 1.4671
52 H 1.2145 -4.9622 -0.5418
53 H 1.1346 3.4596 -9.2780
54 H 2.2661 5.9124 -3.1313
55 H 1.6992 3.9618 4.8937
56 H -0.0035 -5.3517 -4.6376
57 H 2.2753 5.7070 -9.2124
58 H -2.9351 -3.5529 7.2309
59 H 1.4849 -5.8903 -2.7546
60 H 2.7618 4.7681 -10.6199
61 H -1.6657 3.7956 -6.2227
62 H -3.0199 -4.8019 9.2959
63 H 3.4360 -1.0203 2.7189
64 H 1.5952 6.0808 -10.8037
65 H -4.5905 -3.9841 7.5830
66 H -4.2147 -7.1518 7.7339
67 H -1.0487 -4.2265 6.0676
68 H -1.2588 4.1752 -9.2432
69 H -3.7243 -7.1554 9.4244
70 H -2.1502 -5.7547 8.1141
71 H 0.4990 3.8356 -10.8643
72 H -0.8392 2.7935 -7.4267
73 H 0.2889 3.7394 -0.0373
74 H 1.2409 4.1865 -7.1227
75 H -0.8292 5.7054 -9.9661
76 H 1.3099 -4.1560 -2.9048
77 H -2.7587 -6.0981 4.3479
78 H 1.4649 -1.0976 -0.5585
79 H 0.4292 6.3885 -7.9830
80 H -1.6714 -3.8487 4.4553
81 H 3.1004 3.7846 -3.0093
82 H -1.0993 -4.4666 -3.5819
83 H -0.9492 5.7685 2.1463
84 H 2.8647 3.6593 -0.8320
85 H 1.9877 -2.7809 -0.5847
86 H 1.1515 -2.3180 6.4051
87 H -0.1619 -5.9674 -0.9238
88 H -2.1788 -6.4768 5.9552
89 H 0.0957 -2.3625 -2.1986
90 H 1.2294 -4.1027 3.0918
91 H -0.9087 -6.2173 -3.3936
92 H 2.4939 5.3827 -0.4476
93 H 1.7083 3.8843 -4.1185
94 H -0.8845 -1.7522 -0.8828
95 H -0.8680 -3.9446 0.2399
96 H -4.1219 -4.2330 5.2034
97 H 0.7576 5.9308 0.7518
98 H 1.7385 5.2252 2.0430
99 H -1.5757 -4.0184 -1.3552
100 H -4.5739 -5.7662 5.9068

The calculated total energy comes out at -2837.01892 a.u. As for the LUMO energy: -0.8 eV. The total charge is 0. The value obtained for the HOMO-LUMO gap is 8.11 eV.